[1]
Computed, not measured: a single C2H5NO2S3 molecule, with ωB97M-V/def2-TZVPD.

Structure (XYZ):
```
13
C2H5NO2S3 (ωB97M-V/def2-TZVPD)
O -0.739 -0.151 -0.397
S 0.507 -0.156 2.055
H -2.033 -1.865 0.224
N 0.358 1.673 0.157
H -1.006 -1.837 -1.261
H 1.577 0.945 -1.533
S 0.833 2.026 -1.412
S 0.702 2.967 1.417
C -1.017 -1.579 -0.265
O 1.492 -0.547 0.671
H -0.197 -2.075 0.377
H -0.547 3.361 1.449
C 0.141 0.345 0.417
```

The HOMO-LUMO gap is 8.64 eV. As for the spin multiplicity: 1. As for the structure (SMILES): CO[C@]1(N(S)S)OS1. The energy relative to the best compared isomer or geometry (same formula, charge and spin) comes out at 48.91 kcal/mol.

***

[2]
Computed, not measured: a single C2H5NO2Se molecule, with ωB97M-V/def2-TZVPD.

Structure (XYZ):
```
11
C2H5NO2Se (ωB97M-V/def2-TZVPD)
H 0.306 -1.523 1.139
C -0.900 0.391 -0.107
O 1.396 -0.056 -0.230
C 0.195 -0.686 -0.544
H 0.553 1.763 -0.266
N -0.436 1.597 0.081
H 2.096 -0.587 0.093
O 0.027 -1.784 0.294
H -0.908 2.236 0.761
Se -2.552 -0.075 0.237
H 0.224 -1.278 -1.459
```

The HOMO-LUMO gap is 8.31 eV. As for the spin multiplicity: 1. As for the structure (SMILES): NC(=[Se])C(O)O. The energy relative to the best compared isomer or geometry (same formula, charge and spin) comes out at 18.36 kcal/mol.

***

[3]
Computed, not measured: a single C2H5NO3 molecule, with ωB97M-V/def2-TZVPD.

Structure (XYZ):
```
11
C2H5NO3 (ωB97M-V/def2-TZVPD)
N 0.348 -1.606 -0.191
H -0.853 2.175 1.000
C 0.135 -0.294 -0.500
O -0.632 -2.266 0.600
O 0.679 0.047 -1.525
H 0.379 -2.083 -1.101
H -0.021 -2.471 1.293
C -0.152 1.788 0.272
H 0.992 1.957 0.402
H -0.391 2.343 -0.730
O -0.483 0.411 0.480
```

The HOMO-LUMO gap is 11.28 eV. As for the spin multiplicity: 1. As for the structure (SMILES): COC(=O)NO. The energy relative to the best compared isomer or geometry (same formula, charge and spin) comes out at 64.11 kcal/mol.

***

[4]
Computed, not measured: C2H5NO3 as an isolated structure, with ωB97M-V/def2-TZVPD.

Structure (XYZ):
```
11
C2H5NO3 (ωB97M-V/def2-TZVPD)
O 2.096 -0.291 1.204
H 0.563 -0.108 -1.586
H 0.111 -1.378 0.828
H -0.327 2.256 -0.326
C -0.348 -0.423 0.431
H -1.327 -0.611 0.098
N 1.996 -0.121 0.022
O 0.636 1.986 -0.569
C 0.679 0.093 -0.570
H -0.206 0.167 1.420
O 2.893 -0.026 -0.791
```

The HOMO-LUMO gap is 10.23 eV. As for the spin multiplicity: 1. The energy relative to the best compared isomer or geometry (same formula, charge and spin) comes out at 136.01 kcal/mol.

***

[5]
Computed, not measured: a single C2H5NO4 molecule, with ωB97M-V/def2-TZVPD.

Structure (XYZ):
```
12
C2H5NO4 (ωB97M-V/def2-TZVPD)
O -2.060 -0.910 0.197
O 1.386 -1.199 -0.530
C 0.946 -0.031 -0.024
C -0.559 0.445 -0.670
H 1.056 -1.943 -0.136
O -1.157 1.333 0.208
H -0.286 0.843 -1.554
H 1.551 0.782 -0.451
N -1.120 -0.823 -0.646
H 1.180 0.794 1.716
H -1.924 0.757 0.566
O 0.988 -0.048 1.322
```

The HOMO-LUMO gap (alpha / beta) is 9.21 / 9.21 eV. As for the spin multiplicity: 1. As for the structure (SMILES): O=N[C@@H](O)C(O)O. The energy relative to the best compared isomer or geometry (same formula, charge and spin) comes out at 124.23 kcal/mol.

***

[6]
Computed, not measured: a single C2H5NOS molecule, with ωB97M-V/def2-TZVPD.

Structure (XYZ):
```
10
C2H5NOS (ωB97M-V/def2-TZVPD)
N 0.192 2.415 -0.394
C -0.397 1.110 -0.104
O 1.293 -0.323 -0.705
H -0.647 1.166 1.047
S -0.507 -1.632 0.687
H 0.569 2.297 -1.316
H -1.325 1.393 -0.708
H 0.844 2.440 0.306
H -1.788 -1.144 0.611
C 0.192 -0.168 -0.319
```

The HOMO-LUMO gap is 10.48 eV. As for the spin multiplicity: 1. As for the structure (SMILES): NCC(=O)S. The energy relative to the best compared isomer or geometry (same formula, charge and spin) comes out at 47.07 kcal/mol.